79
Properties=species:S:1:pos:R:3:forces:R:3 method="wB97M-V/def2-TZVPD" fmax_ev_per_a=5.250 total_energy_ev=-54455.851 total_charge=+2 s2=8.77 multiplicity=6 e_homo_ev="-12.81 / -13.32"
Ru 0.394 1.461 0.550 -1.4 -4.9 -1.2
C 0.382 0.896 3.445 0.4 0.6 0.4
C 1.077 1.819 2.569 -1.6 0.9 0.5
C -1.248 2.227 2.509 0.3 0.3 0.6
C -0.988 1.203 3.441 -0.6 0.0 -0.3
C 0.020 2.700 1.970 1.1 0.1 3.3
C 1.054 -0.054 4.383 0.0 -0.3 -0.1
H 2.063 -0.301 4.035 -0.2 0.1 0.2
H 0.488 -0.994 4.491 0.2 0.4 0.0
H 1.142 0.391 5.389 0.0 -0.1 -0.3
C -2.025 0.609 4.345 -0.1 -0.4 0.0
H -1.583 -0.154 4.998 -0.2 0.2 -0.2
H -2.828 0.131 3.766 0.2 0.1 0.1
H -2.504 1.359 4.993 0.2 -0.1 -0.3
C -2.548 2.902 2.296 -0.3 0.0 -0.1
H -3.080 3.024 3.254 0.2 0.0 -0.3
H -3.163 2.281 1.625 0.1 0.2 0.1
H -2.413 3.891 1.837 -0.2 -0.3 0.2
C 0.302 3.929 1.224 -0.2 1.4 0.2
H 0.799 4.628 1.916 -0.1 0.2 -0.6
H -0.640 4.342 0.836 0.5 0.2 0.1
H 0.973 3.720 0.366 0.0 0.6 0.2
C 2.525 2.150 2.586 0.5 -0.1 0.0
H 2.766 3.062 3.176 -0.3 -0.5 -0.3
H 2.825 2.329 1.545 0.5 0.1 0.2
H 3.119 1.311 2.983 -0.2 0.4 -0.2
C 0.250 -1.776 0.697 -1.9 2.4 0.7
C 1.492 -1.616 1.180 -0.5 2.5 0.9
C 2.676 -1.038 0.401 1.1 -1.0 -1.0
C 2.644 0.076 -0.780 1.4 -0.5 -0.3
C 1.434 0.872 -1.162 -0.6 1.9 1.1
C 0.293 0.548 -2.149 -0.2 1.0 2.0
C -0.711 -0.593 -1.649 0.0 0.2 -0.7
C -0.220 -1.794 -0.740 0.0 -1.4 -1.0
H 3.052 -1.958 -0.090 0.4 0.5 0.0
H 3.121 -0.411 -1.680 -0.6 0.5 1.1
H 3.517 -0.697 1.044 -0.9 -0.5 0.0
H 0.587 -2.392 -1.238 -1.4 0.7 0.3
H -0.646 -1.651 1.398 1.4 -1.1 -0.4
H 1.581 -1.598 2.304 0.1 -0.2 -1.4
H -1.103 -2.465 -0.739 0.4 0.3 0.0
H -1.502 0.004 -1.166 0.2 -0.5 0.4
H -0.349 1.479 -2.132 0.6 -0.7 -0.2
H -1.282 -1.002 -2.533 0.8 0.1 0.7
H 3.448 0.820 -0.580 -0.6 -0.3 0.6
H 1.619 1.992 -1.106 0.6 -0.9 -1.3
P 1.979 -2.010 -2.738 1.2 -1.9 -1.6
C 1.495 -3.707 -3.293 -0.1 -0.3 -0.1
C 3.724 -2.137 -3.338 0.1 0.1 -0.2
P 1.039 0.608 -3.753 -0.1 -2.5 -1.0
C 1.217 -1.138 -4.180 0.3 0.2 -0.7
C 2.653 1.387 -3.901 0.1 0.8 0.4
C -0.086 1.340 -4.893 0.1 0.7 -0.4
H 0.443 -3.779 -3.549 -0.3 0.1 0.3
H 1.723 -4.476 -2.559 -0.1 0.1 0.3
H 2.024 -4.016 -4.189 0.2 0.2 -0.2
H 3.775 -2.605 -4.318 -0.1 0.0 -0.2
H 4.310 -2.779 -2.679 -0.1 0.2 0.2
H 4.215 -1.169 -3.422 0.1 0.1 0.2
H 0.161 0.975 -5.887 -0.1 0.2 -0.2
H 0.044 2.422 -4.849 -0.2 0.1 -0.2
H -1.118 1.098 -4.656 0.0 -0.2 0.1
H 0.252 -1.615 -4.405 0.0 0.4 0.3
H 1.823 -1.279 -5.084 0.0 0.1 0.1
H 2.443 2.460 -4.034 0.3 -0.2 0.0
H 3.151 1.009 -4.801 -0.2 0.1 0.1
H 3.332 1.291 -3.030 -0.6 -0.2 -0.5
O -3.043 0.360 0.506 -0.3 -0.3 0.2
N -3.830 -0.530 1.057 0.1 -0.5 0.0
C -4.776 -0.153 1.980 0.4 -0.2 -0.4
C -5.581 -1.093 2.593 0.2 -0.5 -0.1
C -5.439 -2.451 2.280 0.0 0.5 0.1
C -4.484 -2.815 1.338 0.0 -0.1 -0.2
C -3.694 -1.862 0.723 -0.6 0.9 0.5
H -4.857 0.912 2.213 0.2 -0.4 -0.3
H -6.301 -0.754 3.334 0.1 -0.1 -0.2
H -6.066 -3.196 2.758 0.1 0.1 -0.1
H -4.345 -3.853 1.036 -0.1 0.3 0.2
H -2.993 -2.109 -0.068 -0.1 0.4 0.3